{
  "formula": "C6H7N",
  "method": "ωB97M-V/def2-TZVPD",
  "lumo_energy_ev": 1.00,
  "homo_ev": -9.2,
  "charge": 0,
  "de_lowest_kcal_mol": 131.73,
  "species": ["C", "C", "C", "C", "C", "C", "H", "H", "H", "H", "H", "H", "H", "N"],
  "coordinates": [[0.07019, 0.96599, 0.21636], [1.27219, 0.59974, -0.38005], [1.29167, -0.66976, -0.45150], [-0.03841, -1.01892, 0.35942], [-1.21523, -0.63081, -0.58513], [-1.17283, 0.62238, -0.65057], [-1.15228, 0.15131, 1.45279], [0.04109, 2.21998, 0.11517], [2.32881, 1.19141, -0.66897], [1.98112, -1.40556, -0.79032], [-0.15596, -1.97234, 0.89344], [-1.52402, -1.39889, -1.36239], [-1.88257, 1.33378, -0.89704], [-0.12595, 0.09551, 1.45802]],
  "forces_ev_per_angstrom": [[-3.8, 8.7, 1.4], [7.2, 2.4, -2.6], [-1.7, -4.1, 2.1], [0.1, -1.9, 0.5], [0.9, -6.8, -1.8], [1.2, 3.1, 1.4], [0.3, 0.0, 1.3], [0.1, -2.8, 1.8], [-3.6, -0.9, 0.7], [0.5, -0.2, -0.2], [0.4, -0.1, -0.8], [-0.7, 1.0, 1.6], [-0.8, 1.3, -1.4], [0.1, 0.2, -3.9]]
}